# 1
Entry from OMol25: 2 unconnected molecules or ions with the total composition C22H18Cl2O5P in a non-equilibrium geometry (wB97M-V/def2-TZVPD).

XYZ file:
```
48
Properties=species:S:1:pos:R:3
Cl 3.274 0.962 2.751
C 1.623 0.632 2.487
C 0.732 1.622 2.254
C -0.679 1.368 1.956
O -1.446 2.260 1.587
C -1.091 -0.073 2.057
Cl -2.769 -0.353 1.844
C -0.206 -1.069 2.254
C 1.217 -0.818 2.542
O 2.003 -1.718 2.845
H 1.078 2.649 2.227
H -0.546 -2.097 2.265
C -1.338 -6.789 2.200
C -0.815 -6.157 0.937
O -1.214 -4.778 0.933
C -0.761 -4.112 -0.172
C -1.292 -2.782 -0.238
P -0.839 -1.769 -1.575
C -0.898 -2.709 -3.136
C -1.726 -3.825 -3.300
C -1.713 -4.546 -4.501
C -0.864 -4.159 -5.543
C -0.038 -3.038 -5.384
C -0.052 -2.320 -4.184
C -2.214 -0.570 -1.721
C -3.512 -0.986 -2.020
C -4.540 -0.043 -2.138
C -4.271 1.316 -1.945
C -2.973 1.726 -1.621
C -1.947 0.789 -1.517
O 0.458 -1.033 -1.437
O -0.007 -4.656 -0.986
H -1.098 -7.850 2.178
H -0.872 -6.344 3.083
H -2.422 -6.677 2.280
H 0.280 -6.234 0.901
H -1.238 -6.674 0.063
H -1.957 -2.427 0.537
H -2.373 -4.155 -2.491
H -2.359 -5.421 -4.601
H -0.840 -4.734 -6.471
H 0.628 -2.726 -6.191
H 0.609 -1.465 -4.048
H -3.720 -2.046 -2.159
H -5.549 -0.381 -2.381
H -5.068 2.053 -2.041
H -2.746 2.777 -1.438
H -0.934 1.109 -1.277
```

## Properties
Kohn-Sham gap   0.167 hartree
HOMO level   -3.93 eV
Net charge   -1

=====

# 2
Entry from OMol25: a molecular structure, C22H18MgN4O4 (wB97M-V/def2-TZVPD).

XYZ file:
```
49
Properties=species:S:1:pos:R:3
Mg -0.428 -0.467 -1.562
C -3.336 -1.511 -2.342
O -2.351 -1.362 -1.313
C -2.767 -1.485 0.007
C -4.074 -1.737 0.379
C -4.380 -1.841 1.732
C -3.390 -1.697 2.691
C -2.080 -1.451 2.310
C -1.756 -1.341 0.967
N -0.465 -1.097 0.444
N 0.479 -1.220 1.282
C 1.763 -1.143 0.870
C 2.188 -1.169 -0.496
O 1.408 -1.124 -1.510
C 3.603 -1.285 -0.751
C 4.507 -1.326 0.248
C 4.118 -1.268 1.626
C 5.079 -1.298 2.651
C 4.700 -1.242 3.969
C 3.338 -1.150 4.285
C 2.384 -1.116 3.296
C 2.750 -1.181 1.938
H -3.761 -2.514 -2.303
H -2.813 -1.348 -3.279
H -4.119 -0.762 -2.223
H -4.855 -1.854 -0.357
H -5.402 -2.034 2.028
H -3.639 -1.777 3.741
H -1.292 -1.341 3.041
H 3.897 -1.325 -1.791
H 5.564 -1.401 0.018
H 6.126 -1.366 2.381
H 5.442 -1.265 4.755
H 3.030 -1.098 5.322
H 1.339 -1.033 3.554
C -0.608 5.242 -1.723
N -0.718 3.892 -2.253
C -0.984 3.655 -3.559
C -1.087 2.408 -4.064
C -0.884 1.326 -3.147
O -0.921 0.099 -3.472
N -0.619 1.575 -1.843
C -0.534 2.835 -1.335
O -0.313 3.099 -0.169
H -0.765 5.950 -2.534
H 0.377 5.395 -1.286
H -1.349 5.403 -0.943
H -1.109 4.536 -4.175
H -1.294 2.216 -5.104
```

## Properties
Kohn-Sham gap   0.256 hartree
HOMO level   -7.42 eV

=====

# 3
Entry from OMol25: C22H18N2O5 in the gas phase (wB97M-V/def2-TZVPD).

XYZ file:
```
47
Properties=species:S:1:pos:R:3
O -1.083 -1.074 -3.641
C -0.743 -1.519 -2.565
N -0.615 -2.848 -2.265
C -0.785 -3.956 -3.079
C -1.108 -3.815 -4.431
C -1.280 -4.916 -5.243
C -1.139 -6.198 -4.730
C -0.822 -6.356 -3.401
C -0.636 -5.258 -2.553
C -0.298 -5.616 -1.164
O -0.258 -6.748 -0.749
O -0.010 -4.587 -0.323
H 0.197 -4.953 0.552
H -0.704 -7.340 -2.972
H -1.275 -7.061 -5.364
H -1.527 -4.772 -6.284
H -1.222 -2.822 -4.832
H -0.385 -3.067 -1.305
C -0.441 -0.623 -1.408
C -1.099 0.603 -1.358
C -0.857 1.494 -0.332
C 0.060 1.164 0.659
C 0.737 -0.048 0.610
C 0.490 -0.934 -0.421
H 1.052 -1.856 -0.458
H 1.465 -0.289 1.368
N 0.314 2.075 1.715
C -0.693 2.767 2.377
O -1.867 2.646 2.161
C -0.041 3.679 3.396
C 1.457 3.399 3.285
C 1.587 2.359 2.190
O 2.602 1.872 1.773
H 1.851 2.976 4.213
C 2.294 4.647 2.935
C 1.830 5.812 3.752
C 0.531 6.054 3.829
C -0.410 5.147 3.099
H -1.448 5.325 3.375
H -0.315 5.324 2.022
H 0.124 6.875 4.397
H 2.567 6.421 4.251
H 3.350 4.432 3.091
H 2.155 4.876 1.873
H -0.425 3.428 4.388
H -1.378 2.437 -0.296
H -1.801 0.845 -2.141
```

## Properties
Kohn-Sham gap   0.324 hartree
HOMO level   -8.75 eV

=====

Calculated total energy (hartree)
-2487.15728, -1569.39684, -1334.95593
Energy above the lowest of the compared OMol25 structures with the same formula, charge and spin (kcal per mole)
0.0, 0.0, 0.0